{
  "formula": "C6H10N4",
  "method": "wB97M-V/def2-TZVPD",
  "e_homo_ev": -8.3,
  "smiles": "[H]/N=N\\[C@@H](C)C#N.CC=C=N",
  "mol_weight_g_mol": 138.17,
  "orbital_gap_ev": 9.09,
  "symbols": ["H", "N", "N", "C", "C", "C", "N", "H", "H", "H", "H", "C", "C", "C", "N", "H", "H", "H", "H", "H"],
  "positions_angstrom": [[-1.7747, 0.4363, -1.8721], [-0.7184, 0.4325, -2.1102], [0.0093, -0.5098, -2.0980], [-0.4300, -1.8053, -1.5076], [0.8012, -2.2682, -0.6946], [-1.7376, -1.6254, -0.8429], [-2.7229, -1.6308, -0.2394], [-0.5343, -2.3260, -2.4577], [0.5331, -3.3019, -0.4625], [0.7411, -1.6717, 0.1660], [1.5332, -2.1443, -1.3694], [1.3650, 2.6666, 1.7642], [0.4732, 1.9764, 0.7786], [-0.2069, 0.9205, 1.1904], [-0.7791, -0.0279, 1.6288], [0.9219, 2.8208, 2.7454], [1.6805, 3.7238, 1.4296], [2.2196, 2.1999, 2.0702], [0.2624, 2.2571, -0.2729], [-1.6365, -0.1227, 2.1541]],
  "forces_ev_per_a": [[1.45, -1.22, 0.52], [-1.78, 3.57, -1.35], [0.59, -1.02, 0.95], [-0.10, 1.21, -1.12], [-5.30, -1.60, 0.70], [-0.22, -1.36, 0.82], [0.67, 0.32, -0.69], [-0.32, -0.93, 0.29], [0.83, -0.05, 0.25], [0.87, 0.74, 1.30], [3.18, 0.30, -1.68], [-1.13, 3.54, -0.49], [-0.71, -0.90, -0.57], [0.30, 2.24, -0.19], [0.00, -2.33, 0.50], [-0.81, 0.18, -0.04], [-0.56, -1.65, 0.27], [2.62, -1.71, -0.05], [0.55, 0.11, 0.87], [-0.12, 0.56, -0.30]]
}